14
Properties=species:S:1:pos:R:3:forces:R:3:mulliken_charge:R:1 method="wB97M-V/def2-TZVPD" energy_ev=-18169.0144 spin_multiplicity=1 charge=-2 homo_ev=0.4 e_above_lowest_kj_mol=42.8
C 0.46820 0.16276 -0.23671 0.76 -1.75 0.34 -0.37
O 1.37300 0.83021 0.53064 -0.16 1.61 0.43 -0.81
C -1.03017 0.55760 -0.06306 0.94 1.39 0.92 -0.26
C -2.05826 -0.52930 -0.03385 -0.50 -1.09 -0.72 -0.76
S -3.80207 -0.03869 0.41783 0.55 -0.17 -0.20 -0.81
H 0.73440 0.23475 -1.32117 -0.19 -0.20 -0.01 0.11
H 0.62887 -0.94550 0.07282 -0.85 0.57 -0.81 0.14
H -1.31080 1.25627 -0.85791 0.00 0.06 -0.08 0.18
H -1.03461 1.18278 0.85413 -0.17 -0.47 -0.21 0.24
H -1.73414 -1.39802 0.56407 -0.03 0.46 0.26 0.27
H -2.03592 -0.94687 -1.06440 -0.38 0.05 0.28 0.20
H 2.70390 0.51511 0.49665 -0.33 -0.78 -0.26 0.46
H 3.41910 -0.88428 0.19492 -0.13 -0.08 -0.01 0.23
O 3.67851 0.00317 0.44604 0.47 0.41 0.07 -0.82


14
Properties=species:S:1:pos:R:3:forces:R:3:mulliken_charge:R:1 method="wB97M-V/def2-TZVPD" energy_ev=-18170.1335 spin_multiplicity=1 homo_ev=-9.3 e_above_lowest_kj_mol=107.2
O 3.12957 0.06801 1.47314 0.04 -0.56 -0.86 -0.46
C 2.14569 0.09103 2.15050 -0.04 1.14 1.29 -0.05
C 0.77905 -0.48291 1.94993 -0.14 -0.32 -0.43 -0.29
C 0.50954 -1.23519 0.65069 -0.80 -0.24 1.33 -0.76
S -1.30746 -1.68392 0.57663 1.12 0.47 -0.27 -0.20
H 2.20071 0.66532 3.11443 -0.09 -0.22 -0.13 0.31
H 0.05157 0.33301 2.01952 0.20 0.13 0.24 0.32
H 0.60571 -1.10588 2.83541 -0.14 -0.02 -0.10 0.31
H 0.71632 -0.57378 -0.17160 0.31 -0.25 -0.53 0.35
H 1.06119 -2.15905 0.65241 0.36 -0.19 -0.48 0.34
H -1.46284 -0.46731 0.05741 -0.81 0.07 -0.07 0.12
H -2.23088 2.09971 -5.63778 -0.27 0.22 0.29 0.32
H -3.39057 1.88281 -4.65768 0.16 0.20 -0.11 0.32
O -2.80762 2.56813 -5.01299 0.10 -0.42 -0.18 -0.64


14
Properties=species:S:1:pos:R:3:forces:R:3:mulliken_charge:R:1 method="wB97M-V/def2-TZVPD" energy_ev=-18168.1188 spin_multiplicity=1 homo_ev=-8.5 e_above_lowest_kj_mol=301.6
C -1.80368 1.41622 0.56589 0.73 1.81 -1.31 -0.66
C 1.76572 -1.24567 0.22366 0.98 0.57 2.68 -0.80
C -1.81470 0.11973 0.57496 -5.20 -1.05 3.25 0.13
O 1.00579 1.01180 -0.81961 1.77 1.42 -0.74 -0.62
O -1.21243 -0.78003 -0.12236 -0.20 -2.56 -0.35 -0.46
S 1.44184 0.42252 0.75728 -0.53 0.93 -1.79 0.09
H -2.50382 1.94796 1.20607 0.40 0.07 -0.36 0.27
H 1.71052 1.56691 -1.36110 -1.72 -1.83 2.18 0.32
H -1.20260 1.85273 -0.25081 -0.25 0.56 0.93 0.20
H 1.73810 -1.76919 1.22477 0.24 -0.04 -1.33 0.26
H 2.72896 -1.13723 -0.18020 1.63 -0.72 -0.24 0.31
H 1.19453 -1.68789 -0.53143 -1.67 -0.42 -0.65 0.37
H -2.66057 -0.34242 1.16383 1.22 0.20 -0.15 0.28
H -0.54452 -0.30560 -0.52983 2.60 1.07 -2.13 0.32


14
Properties=species:S:1:pos:R:3:forces:R:3:mulliken_charge:R:1 method="wB97M-V/def2-TZVPD" energy_ev=-18160.5606 s2=0.754 spin_multiplicity=2 charge=+1 homo_ev="-14.3 / -14.1" e_above_lowest_kj_mol=156.3
O -3.33793 -0.32791 1.21729 0.34 -0.37 -0.68 -0.38
C -2.63491 0.46106 0.64948 -0.77 -2.32 1.91 -0.21
C -1.42043 0.16464 -0.11411 2.25 0.53 -0.64 -0.31
C -0.31838 1.19338 0.24591 -0.30 1.27 -2.78 -0.84
S 1.16708 0.89853 -0.74644 -0.53 -0.76 0.51 0.31
H -2.78665 1.45653 0.83142 -0.72 3.27 0.06 0.45
H -1.62274 0.38009 -1.14692 -0.29 -0.61 -0.81 0.35
H -0.93008 -0.77449 0.08355 -0.76 -0.88 -0.26 0.42
H -0.56028 2.23627 0.02812 -0.29 -0.13 0.26 0.46
H 0.03350 1.07726 1.19900 0.68 -0.19 2.83 0.47
H 1.29608 -0.32810 -0.17002 0.59 0.07 -0.47 0.26
H 3.60316 -2.37570 0.02193 -0.39 0.94 -0.17 0.33
H 4.01303 -2.31194 -1.36732 -0.68 1.17 0.11 0.33
O 3.49858 -1.74964 -0.73190 0.89 -1.98 0.13 -0.64